(1)
The following is a quantum chemistry calculation of a structure of composition C21H24CoN3O5S2, from the OMol25 dataset.

Last column: Mulliken charge in e.
Element x y z (Å)
C -0.278864 -0.381323 -3.895545  0.24
C 0.491293 -3.291158 -0.802533  -0.79
H -2.256702 -1.488842 -0.082769  0.26
S 0.933852 -0.031920 3.734913  -0.42
H -0.983130 0.650747 -5.636199  0.30
O 3.200983 3.285494 -2.737555  -0.72
C -0.261075 2.391027 0.768942  1.03
C -0.968011 -1.679123 -4.213937  -1.25
H -2.076085 -2.768805 1.100666  0.23
H 1.698176 3.195532 -0.621702  0.35
H 0.582690 -1.126040 -2.067943  0.43
C 0.483533 -0.276129 -2.732277  0.11
H 2.720260 -3.224244 -1.106932  0.42
O -1.267340 1.631351 0.865956  -0.79
C 1.823077 -2.805321 -0.677546  -0.75
H 0.803460 -1.180802 6.351727  0.37
S 1.788273 3.518549 -2.818590  1.39
H -0.406329 5.043170 -1.422084  0.37
N -1.506887 -1.101677 3.966071  0.56
H -1.633494 -1.970188 -3.399749  0.21
C -2.510467 -1.753645 4.595923  -0.24
C -0.310858 -2.421932 -0.094768  0.72
O 0.906471 1.970121 0.962174  -0.77
H 0.152830 -4.157258 -1.352780  0.49
H 0.204842 4.469943 0.971650  0.29
O 1.258330 4.548965 -3.670350  -0.74
H 2.598009 0.244265 0.613519  0.15
H 3.753940 -0.937020 -0.016558  0.36
H -1.552488 -1.604987 -5.131520  0.38
C 2.868864 -0.814215 0.609832  -1.40
C 1.754596 -1.673948 0.105888  0.49
C -0.467723 3.843196 0.384073  -1.07
H -0.746734 3.327286 -1.690941  0.35
N 1.283543 3.831171 -1.303980  -0.34
H 3.142687 -1.076069 1.636016  0.27
C -2.375508 -2.225125 5.870653  -0.75
H -3.398474 -1.854215 3.991595  0.41
O -1.763461 -0.678792 2.743352  -0.79
C -0.154010 4.034233 -1.098003  -0.34
H -1.008421 -2.380285 7.536934  0.37
C -0.151570 -1.357139 5.878291  -0.78
C -0.298952 -0.870837 4.561626  0.52
C -1.794376 -2.465788 0.089227  -1.51
H 0.141225 2.791645 -5.055012  0.48
H 1.698001 0.969940 -1.501062  0.33
N 0.455980 -1.436784 0.471682  0.33
C -0.389013 0.722922 -4.732172  -0.55
C 0.994132 2.004071 -3.262995  0.07
C -1.157342 -2.019376 6.527950  -0.06
H -3.201554 -2.743366 6.334556  0.37
Co -0.207166 0.027631 1.645367  0.48
H -0.240313 -2.483914 -4.329726  0.32
C 1.119588 0.908349 -2.415305  -0.52
C 0.239732 1.922049 -4.420742  -0.60
H -2.232977 -3.176726 -0.613893  0.38
H -1.499041 4.125338 0.586584  0.38

Forces on atoms 1 to 3 (eV/Å):
-0.0072 -0.0014 -0.0089
0.0210 0.0415 -0.0510
0.0288 -0.0110 -0.0175

expectation value of S²: 3.758
net charge: -1
DFT total energy: -3534.3782 Ha
energy above the lowest of the compared OMol25 structures with the same formula, charge and spin: 0.0 kcal/mol
spin multiplicity: 4



(2)
The following is a quantum chemistry calculation of the molecule C23H26N2O4, from the OMol25 dataset.

Last column: Mulliken charge in e.
Element x y z (Å)
H 3.790393 -0.200893 -2.054067  0.46
H 1.595830 3.335429 0.657653  0.43
H 2.275499 -2.817800 1.211517  0.48
O 3.291740 -1.012768 -0.216204  -0.36
H 6.794354 1.767190 -0.921298  0.40
H 5.163846 0.598398 0.553258  0.29
O -2.415989 -3.468403 0.541323  -0.67
C 5.787903 1.559128 -1.273961  -1.32
H -0.847044 3.086985 0.518040  0.54
C 1.913048 1.491312 1.698806  -0.29
H -2.244022 1.122704 -2.260629  0.51
H 5.815538 -0.507740 -0.654196  0.35
H 1.434254 -0.131567 -2.005934  0.45
H -3.429169 2.437779 1.366322  0.49
O -2.191253 2.107751 -2.201871  -0.57
C -3.023152 -2.364414 -1.466877  -0.95
H 1.966079 -0.387683 2.737506  0.39
H -4.629355 -0.933835 -1.694161  0.48
C 5.196097 0.379508 -0.514983  -0.46
C 3.780680 0.069628 -0.989305  -0.54
N -2.950155 0.036251 -0.968795  0.06
C 1.121075 2.457811 1.071928  -1.17
H -2.124443 -0.177550 -0.408499  -0.68
C -0.246220 2.323380 0.985926  -0.30
C -0.638777 -2.319034 -0.470501  0.34
H 5.181216 2.450119 -1.129375  0.31
C -0.837650 1.183237 1.531465  1.63
H 5.834461 1.345365 -2.339397  0.33
H 2.980406 1.644249 1.763425  0.52
C 2.013061 -1.402450 -0.364399  0.65
H -4.599807 1.289185 -0.701761  0.55
C -2.127329 -0.487402 2.284488  -0.79
H -2.925084 -1.154433 2.551302  0.44
C -2.035548 -2.787872 -0.391433  0.63
C 0.271103 -2.841903 0.458758  -1.05
H -0.081130 -3.603488 1.138877  0.57
C 1.571121 -2.409015 0.504242  -0.28
C -2.187407 0.716490 1.639637  0.25
H -0.534223 -1.632440 3.063401  0.31
H 3.135105 0.946768 -0.851251  0.26
C -0.174476 -1.359643 -1.369556  -0.02
C -3.425860 1.373786 1.121590  -1.42
H -4.292926 0.906974 1.592150  0.39
C -2.882642 2.450670 -1.121126  0.01
C 1.357074 0.356472 2.246838  -0.84
C 1.123036 -0.893359 -1.309645  -1.03
H -0.823862 -0.949748 -2.126793  0.29
C -3.811298 -1.135385 -0.994488  -0.60
C -0.020466 0.206660 2.152264  -0.88
O -3.007422 3.582430 -0.747138  -0.59
H -2.533625 -2.158181 -2.416280  0.30
C -3.541126 1.247457 -0.417403  0.66
N -0.834242 -0.792400 2.600338  0.21
H -4.247536 -1.358531 -0.009896  0.32
H -3.729659 -3.185172 -1.599817  0.50

Forces on atoms 1 to 3 (eV/Å):
-0.0585 0.0255 0.0854
0.0255 0.0848 -0.0301
0.0930 -0.0536 0.0997

SMILES: CCCOc1ccc(C(=O)CCN[C@@H](Cc2c[nH]c3ccccc23)C(=O)O)cc1
net charge: 0
DFT total energy: -1302.5598 Ha
energy above the lowest of the compared OMol25 structures with the same formula, charge and spin: 34.1 kcal/mol